Molecular formula: C35H50N9O13PPtS
Method: DFT, wB97M-V/def2-TZVPD

Geometry as XYZ:
```
110
C35H50N9O13PPtS | OMol25 | wB97M-V/def2-TZVPD
Pt -2.361 -0.309 -0.942
O -1.978 -1.664 2.866
C -2.470 -1.047 1.913
O -1.679 -0.694 0.944
C -3.988 -0.718 1.968
C -4.809 -1.221 2.988
C -6.181 -1.053 2.898
C -6.870 -0.559 1.825
C -6.043 -0.175 0.757
C -4.603 0.000 0.946
O -3.948 0.806 0.131
N -6.593 -0.030 -0.565
O -7.788 0.371 -0.609
O -5.931 -0.434 -1.573
N -7.012 -1.205 4.137
O -6.407 -1.595 5.189
O -8.249 -0.954 4.068
H -4.225 -1.713 3.773
H -7.950 -0.431 1.785
O -3.524 -0.050 -2.649
C -3.523 -0.810 -3.845
C -2.121 -1.175 -4.363
C -1.189 -1.831 -3.372
C -1.868 -2.846 -2.525
C -1.973 -4.207 -2.968
C -2.296 -5.207 -2.068
C -2.702 -4.795 -0.781
C -2.817 -3.418 -0.507
N -2.462 -2.452 -1.401
H -4.463 -0.022 -2.221
H -4.005 -0.202 -4.613
H -4.177 -1.718 -3.664
H -1.718 -0.277 -4.844
H -2.194 -1.908 -5.192
H -0.772 -1.149 -2.550
H -0.358 -2.347 -3.869
H -1.631 -4.423 -3.959
H -2.278 -6.227 -2.316
H -2.893 -5.494 -0.006
H -3.331 -3.129 0.384
O 1.490 -0.456 -0.398
P 2.494 -0.798 0.695
N 3.958 -0.916 -0.022
C 5.187 -1.575 0.449
C 6.245 -1.277 -0.653
C 5.426 -1.027 -1.904
C 4.028 -0.608 -1.473
N 2.546 0.356 1.907
C 3.715 0.837 2.729
C 3.138 1.985 3.544
C 1.686 1.536 3.734
C 1.261 0.959 2.359
N 2.261 -2.303 1.447
C 1.883 -2.633 2.851
C 0.831 -3.748 2.756
C 0.976 -4.338 1.382
C 1.995 -3.500 0.589
H 5.007 -2.660 0.623
H 5.476 -1.137 1.416
H 6.974 -2.099 -0.799
H 6.824 -0.389 -0.392
H 5.355 -1.882 -2.601
H 5.832 -0.168 -2.503
H 3.251 -1.187 -2.002
H 3.851 0.495 -1.679
H 4.574 1.173 2.088
H 4.044 -0.034 3.318
H 3.077 2.896 2.913
H 3.713 2.246 4.424
H 1.002 2.353 4.032
H 1.678 0.749 4.492
H 0.947 1.719 1.638
H 0.416 0.217 2.388
H 1.577 -1.714 3.363
H 2.781 -3.016 3.387
H -0.159 -3.307 2.959
H 0.955 -4.468 3.558
H 0.062 -4.409 0.759
H 1.324 -5.373 1.414
H 1.632 -3.193 -0.390
H 2.954 -4.075 0.452
C 5.085 4.308 0.131
C 4.221 4.360 -1.087
S 2.526 4.949 -0.631
O 2.064 4.082 0.424
O 2.652 6.390 -0.412
C 1.376 4.666 -2.140
C -0.105 4.621 -1.895
N -0.658 3.478 -1.166
C -0.909 2.221 -1.571
N -1.613 1.533 -0.630
C -1.791 2.335 0.484
C -1.307 3.581 0.124
N -1.625 4.724 0.798
O -1.318 5.885 0.404
O -2.272 4.547 1.868
C -0.546 1.733 -2.893
H 6.145 4.310 -0.132
H 4.867 3.431 0.715
H 4.948 5.193 0.750
H 4.111 3.372 -1.583
H 4.659 5.136 -1.804
H 1.714 3.707 -2.629
H 1.677 5.511 -2.762
H -0.659 4.750 -2.842
H -0.459 5.475 -1.314
H -2.302 2.032 1.386
H 0.281 2.301 -3.331
H -1.459 1.756 -3.552
H -0.196 0.696 -2.732
```

Its multiplicity is 5. The value obtained for the largest force on an atom is 6.00 eV/Å. For the frontier orbital gap (alpha / beta), the calculation gives 5.40 / 4.62 eV. The calculation puts the energy relative to the best compared isomer or geometry (same formula, charge and spin) at 141.14 kJ/mol. As for the expectation value of S²: 6.063. Its net charge is +2. The value obtained for the LUMO energy (alpha / beta) is -6.4 / -9.1 eV.

***

Molecular formula: C35H51Br27ClFI2N3O3S2
Method: DFT, wB97M-V/def2-TZVPD

Geometry as XYZ:
```
125
C35H51Br27ClFI2N3O3S2 | OMol25 | wB97M-V/def2-TZVPD
C 1.873 -1.771 4.543
C 1.256 -0.805 3.870
C 1.593 -0.584 2.413
C 0.380 -0.626 1.445
O -0.571 0.137 2.152
C 0.593 -0.084 -0.020
C 2.109 -0.441 -0.241
O 2.516 -0.384 -1.590
C 3.913 -0.132 -1.695
C 4.298 1.345 -1.642
C 4.179 2.091 -2.988
C 0.676 1.469 0.102
C -0.524 2.401 -0.077
C -1.896 2.000 0.478
Cl -0.060 3.936 0.833
C -0.404 -0.829 -1.018
C 0.143 -1.769 -2.160
C 0.980 -3.017 -1.892
C 1.631 -3.605 -3.187
C 0.933 -3.281 -4.520
C 1.707 -2.186 -5.271
C -1.466 -0.062 -1.867
I -3.542 -0.578 -1.785
C -1.249 0.885 -2.787
C -2.336 1.562 -3.592
I 0.643 1.599 -3.368
C -1.070 -1.824 0.019
F -2.276 -1.388 0.537
N -0.291 -1.968 1.304
S 0.935 -3.324 1.330
C -1.151 -2.414 2.501
C -1.892 -3.750 2.288
S -3.555 -3.685 3.024
C -4.415 -2.558 2.032
N -4.425 -1.275 2.208
N -5.195 -0.680 1.266
C -5.626 -1.662 0.535
O -5.191 -2.851 0.953
H 2.766 -2.212 4.108
H 1.526 -2.176 5.483
H 0.542 -0.182 4.391
H 2.372 -1.309 2.181
H 2.090 0.386 2.345
H -0.180 0.968 2.440
H 2.347 -1.447 0.109
H 2.735 0.282 0.281
H 4.413 -0.634 -0.857
H 4.281 -0.539 -2.636
H 5.327 1.442 -1.298
H 3.677 1.855 -0.902
H 3.993 1.434 -3.836
H 5.072 2.678 -3.190
H 3.371 2.820 -2.921
H 1.455 1.796 -0.583
H 1.116 1.713 1.069
H -0.665 2.793 -1.076
H -2.091 0.937 0.495
H -1.959 2.336 1.513
H -2.674 2.551 -0.042
H -0.755 -2.107 -2.679
H 0.681 -1.200 -2.908
H 0.319 -3.810 -1.534
H 1.808 -2.844 -1.217
H 2.689 -3.352 -3.199
H 1.599 -4.689 -3.063
H -0.128 -3.063 -4.434
H 1.023 -4.168 -5.148
H 1.337 -2.015 -6.279
H 1.718 -1.235 -4.734
H 2.747 -2.510 -5.303
H -2.803 0.807 -4.224
H -1.923 2.329 -4.239
H -3.060 2.049 -2.940
H -1.389 -2.757 -0.440
H 0.369 -4.205 0.491
H -0.425 -2.644 3.271
H -1.813 -1.656 2.903
H -1.956 -4.055 1.246
H -1.410 -4.554 2.837
H -6.262 -1.543 -0.324
C -0.483 7.632 1.354
Br 0.398 8.192 2.971
Br -2.356 8.061 1.381
Br 0.382 8.327 -0.218
H -0.411 6.555 1.305
C -5.279 4.708 -0.247
Br -3.460 5.092 -0.742
Br -6.487 6.082 -0.829
Br -5.804 2.965 -0.872
H -5.321 4.680 0.833
C 7.761 -1.115 0.217
Br 6.621 -2.557 -0.353
Br 8.296 -0.012 -1.262
Br 6.935 -0.083 1.618
H 8.656 -1.558 0.629
C 4.441 -4.969 5.718
Br 3.268 -6.387 5.154
Br 4.981 -3.866 4.232
Br 3.671 -3.928 7.136
H 5.335 -5.431 6.111
C -7.175 1.664 -4.434
Br -6.891 0.850 -6.151
Br -8.445 3.100 -4.516
Br -7.669 0.357 -3.102
H -6.233 2.090 -4.121
C 4.434 8.133 1.753
Br 4.472 8.288 3.671
Br 3.340 6.653 1.186
Br 3.897 9.778 0.917
H 5.443 7.924 1.430
C -3.202 2.553 3.474
Br -4.246 3.962 2.653
Br -3.258 2.668 5.396
Br -3.725 0.775 2.849
H -2.173 2.727 3.184
C 3.151 -6.411 10.663
Br 1.412 -5.592 10.583
Br 3.550 -7.380 9.049
Br 4.523 -5.127 11.074
H 3.131 -7.128 11.470
C -6.121 -0.122 -10.211
Br -6.890 1.637 -10.123
Br -4.273 -0.119 -9.669
Br -7.150 -1.396 -9.200
H -6.150 -0.434 -11.244
```

The value obtained for the largest force on an atom is 3.57 eV/Å. For the frontier orbital gap, the calculation gives 7.76 eV. Its net charge is +1. The value obtained for the LUMO energy is -3.4 eV.

***

Which value of net charge does entry 2 give? +1